# 1
{
  "formula": "C3H5N3O",
  "method": "wB97M-V/def2-TZVPD",
  "e_homo_ev": -9.465,
  "homo_lumo_gap_ev": 10.214,
  "e_lumo_ev": 0.748,
  "de_lowest_kj_mol": 407.27,
  "elements": ["N", "H", "C", "N", "C", "H", "O", "H", "H", "C", "H", "N"],
  "coordinates": [[0.677, 0.600, 1.220], [-0.671, 2.221, 0.826], [0.198, 1.530, 1.808], [-0.734, 0.514, -0.529], [0.959, -1.284, -0.447], [-1.918, 2.022, -0.574], [0.708, -1.522, -1.806], [-0.210, -1.271, -1.975], [0.646, -2.137, 0.180], [0.274, -0.033, 0.046], [2.042, -1.178, -0.319], [-1.314, 1.551, 0.091]],
  "nbo_charge": [-0.503, 0.338, 0.247, -0.210, -0.089, 0.388, -0.695, 0.481, 0.180, 0.262, 0.199, -0.597]
}

=====

# 2
{
  "formula": "C6H14N2S",
  "method": "wB97M-V/def2-TZVPD",
  "e_homo_ev": [-8.684, -7.975],
  "homo_lumo_gap_ev": [8.516, 8.193],
  "e_lumo_ev": [-0.168, 0.218],
  "de_lowest_kj_mol": 324.36,
  "elements": ["N", "H", "C", "H", "S", "N", "H", "C", "H", "H", "H", "C", "H", "H", "H", "H", "C", "C", "H", "H", "C", "H", "H"],
  "coordinates": [[-0.105, -1.189, -1.289], [2.556, 1.539, -0.966], [-1.472, 0.533, -0.247], [1.075, 1.638, -1.842], [2.748, -0.895, -0.032], [1.414, -0.271, 0.568], [-2.118, -1.665, 1.496], [1.015, 1.102, 0.519], [2.130, -2.100, 0.012], [-0.378, -1.486, 1.298], [-2.519, 0.574, -0.094], [-0.457, 1.246, 0.749], [-1.295, -3.000, 0.746], [-2.073, -1.470, -1.092], [-1.286, 0.890, -1.365], [-0.719, 0.723, 1.762], [1.509, 1.901, -0.825], [-1.296, -1.035, -0.468], [1.518, 1.676, 1.281], [-0.799, 2.269, 0.779], [-1.280, -1.870, 0.805], [1.538, 2.979, -0.584], [0.293, -2.089, -1.212]],
  "nbo_charge": [-0.434, 0.202, -0.397, 0.234, 0.381, -0.601, 0.209, -0.097, 0.104, 0.239, 0.212, -0.405, 0.213, 0.211, 0.212, 0.207, -0.640, -0.121, 0.205, 0.223, -0.661, 0.212, 0.292]
}

=====

# 3
{
  "formula": "C20H20Cl3N4ORuS",
  "method": "wB97M-V/def2-TZVPD",
  "e_homo_ev": [-7.832, -7.776],
  "homo_lumo_gap_ev": [6.962, 6.198],
  "e_lumo_ev": [-0.870, -1.578],
  "de_lowest_kj_mol": 84.93,
  "s2": 0.771,
  "multiplicity": 2,
  "elements": ["H", "Ru", "H", "H", "O", "C", "H", "H", "H", "H", "C", "H", "C", "N", "C", "C", "C", "C", "H", "H", "H", "N", "S", "H", "C", "C", "N", "C", "C", "Cl", "C", "H", "C", "H", "H", "C", "N", "Cl", "H", "C", "Cl", "C", "C", "H", "C", "C", "H", "H", "C", "H"],
  "coordinates": [[-2.333, 4.175, -2.953], [-0.604, 0.308, 0.216], [3.842, -0.203, 2.180], [-3.998, 2.388, -4.902], [0.336, 2.036, 1.383], [-4.857, 1.878, -2.344], [-3.476, 4.132, -1.611], [-0.832, -1.282, 3.066], [-5.022, 2.152, -1.303], [3.975, -0.927, -0.750], [1.123, -1.194, 3.923], [4.188, 0.570, 0.173], [-1.323, 2.922, 5.054], [0.503, -0.972, -4.071], [2.824, -0.483, 2.407], [-0.010, 3.281, 4.779], [-3.460, 2.323, -2.805], [2.458, -0.883, 3.668], [-4.963, 0.797, -2.438], [3.489, 0.611, -1.460], [-0.287, -1.295, -4.598], [0.551, -0.682, 1.664], [-1.029, -1.552, -1.987], [-5.618, 2.359, -2.962], [0.350, -0.816, -2.738], [-3.327, 3.845, -2.651], [1.318, -0.249, -2.074], [-0.174, 2.277, 2.538], [0.215, -1.058, 2.896], [-2.040, 3.362, 6.567], [-2.459, 1.679, -1.952], [-3.351, 0.828, -4.371], [1.863, -0.412, 1.386], [-3.063, 1.874, 4.359], [3.191, -0.953, 4.460], [2.162, -0.099, 0.024], [1.119, -0.068, -0.786], [2.174, 3.403, 3.201], [0.577, 3.804, 5.520], [-1.630, 1.184, -1.205], [-2.330, 0.887, 1.784], [-2.054, 2.193, 4.135], [0.541, 2.969, 3.555], [0.798, -1.524, 4.898], [-1.471, 1.873, 2.926], [-3.249, 1.908, -4.268], [1.213, -0.432, -4.535], [-2.258, 2.203, -4.613], [3.539, 0.051, -0.530], [-4.071, 4.350, -3.270]],
  "mulliken_spin": [-0.002, 0.968, 0.000, 0.000, -0.004, 0.011, 0.000, -0.003, -0.001, -0.001, -0.003, 0.000, 0.005, -0.001, -0.004, -0.002, 0.010, 0.006, -0.002, 0.000, 0.000, -0.019, -0.051, 0.001, 0.000, 0.010, 0.005, -0.010, 0.001, 0.000, 0.144, -0.002, 0.006, 0.000, 0.000, 0.007, -0.026, 0.000, 0.000, -0.068, -0.005, -0.001, 0.002, 0.000, 0.015, 0.015, 0.000, -0.002, -0.001, 0.002]
}

=====

# 4
{
  "formula": "C5H11Cl2OPS",
  "method": "wB97M-V/def2-TZVPD",
  "e_homo_ev": [-8.149, -8.150],
  "homo_lumo_gap_ev": [8.008, 8.007],
  "e_lumo_ev": [-0.141, -0.143],
  "de_lowest_kj_mol": 178.43,
  "elements": ["O", "H", "Cl", "Cl", "S", "C", "H", "C", "H", "H", "C", "H", "H", "H", "H", "H", "P", "H", "C", "C", "H"],
  "coordinates": [[2.739, -0.190, -1.817], [-2.804, -1.562, -1.563], [3.387, -1.560, 0.619], [3.537, 1.543, 0.342], [-0.081, -1.178, -0.531], [-1.753, -0.949, 0.215], [-1.686, -1.221, 1.267], [-2.751, -1.830, -0.510], [-0.362, 2.428, -0.694], [-0.429, 0.923, 1.724], [0.591, 0.556, 1.608], [1.421, 2.665, -0.993], [0.747, -0.261, 2.320], [0.445, 1.607, -2.117], [-2.462, -2.877, -0.438], [1.284, 1.363, 1.853], [2.539, -0.025, -0.384], [-3.738, -1.708, -0.065], [0.844, 0.096, 0.214], [0.541, 2.075, -1.156], [-2.010, 0.104, 0.107]],
  "nbo_charge": [-1.052, 0.218, -0.274, -0.256, 0.307, -0.508, 0.213, -0.617, 0.184, 0.226, -0.683, 0.195, 0.226, 0.207, 0.216, 0.240, 1.800, 0.221, -0.565, -0.510, 0.211]
}

=====

# 5
{
  "formula": "C27H52BrN7OPRe",
  "method": "wB97M-V/def2-TZVPD",
  "e_homo_ev": [-15.194, -15.063],
  "homo_lumo_gap_ev": [4.479, 4.470],
  "e_lumo_ev": [-10.715, -10.593],
  "de_lowest_kj_mol": 124.87,
  "s2": 0.761,
  "charge": 3,
  "multiplicity": 2,
  "elements": ["H", "H", "H", "C", "H", "C", "H", "H", "C", "N", "H", "C", "Br", "H", "H", "H", "C", "C", "N", "C", "H", "C", "C", "H", "H", "C", "H", "H", "P", "C", "C", "H", "H", "H", "H", "H", "C", "H", "C", "C", "C", "C", "H", "H", "C", "H", "C", "H", "N", "H", "H", "N", "H", "N", "C", "C", "H", "H", "H", "H", "C", "H", "H", "H", "C", "C", "H", "H", "C", "H", "H", "H", "N", "H", "H", "H", "H", "H", "H", "Re", "O", "C", "H", "H", "H", "N", "C", "H", "H", "H"],
  "coordinates": [[0.245, 3.922, 2.365], [2.912, -4.567, 0.397], [1.507, 5.575, -3.951], [-1.000, 4.878, -4.790], [3.181, -4.835, -1.318], [-5.052, -0.175, 1.367], [0.276, 3.757, -6.903], [2.714, -0.878, -0.392], [1.268, -0.922, 3.289], [0.237, -0.975, 2.471], [1.514, 5.604, -0.625], [1.518, 4.911, 0.209], [0.170, -0.836, -2.218], [4.754, -0.591, 0.480], [0.543, -6.081, 3.163], [-0.774, -1.389, 5.257], [-1.657, -4.178, -0.131], [0.251, 3.175, -1.038], [2.559, -1.040, 2.809], [0.192, 1.753, -3.488], [1.414, -3.990, 2.256], [0.183, 1.100, -2.290], [-1.731, -5.578, -0.735], [0.272, 4.887, -2.267], [2.919, -3.199, -0.724], [-0.166, -0.483, 5.185], [-0.042, -0.087, 6.190], [1.555, 5.491, 1.127], [0.022, -3.583, 0.351], [3.015, -0.912, 1.513], [0.253, 3.109, -6.033], [2.601, -1.982, 5.517], [-1.002, 5.441, -5.719], [3.273, -0.989, 3.527], [-1.043, 5.493, 1.114], [-1.287, -6.332, -0.095], [0.228, 3.160, -3.502], [-0.653, -0.881, 2.954], [0.247, 3.963, -4.769], [0.385, -4.278, 2.021], [1.135, -4.424, -0.840], [0.220, 1.732, -1.008], [1.894, -0.750, 6.547], [-1.014, 5.577, -0.641], [1.500, 4.867, -4.774], [-4.402, 0.532, 1.877], [2.245, -0.950, 5.538], [-5.472, -2.669, 0.119], [1.140, -0.755, 4.612], [-0.623, 2.595, 1.603], [-5.842, -1.316, -0.957], [2.222, -1.010, 0.489], [1.518, 5.432, -5.701], [-1.855, -1.016, 0.387], [0.261, 4.021, 0.222], [2.626, -4.238, -0.598], [-2.273, -4.123, 0.771], [-0.694, 0.277, 4.606], [-5.841, 0.376, 0.854], [1.134, 2.473, -6.078], [-1.004, 4.899, 0.206], [-4.375, -2.274, -1.221], [2.420, 4.305, 0.147], [-2.052, -3.461, -0.856], [0.214, -5.785, 2.170], [0.260, 3.228, 1.528], [-1.005, 5.587, -3.968], [1.151, 2.609, 1.619], [0.252, 3.808, -2.261], [-1.251, -5.619, -1.707], [0.180, 1.191, -4.409], [-5.518, -0.833, 2.103], [-4.298, -0.957, 0.406], [2.402, 4.260, -4.720], [-0.278, -3.759, 2.719], [0.809, -6.338, 1.450], [4.975, -0.699, 2.165], [-0.826, -6.080, 2.072], [-1.907, 4.281, -4.743], [0.144, -1.103, 0.391], [0.236, 1.058, 0.065], [-3.021, -0.968, 0.407], [3.073, -0.261, 5.354], [0.891, -5.487, -0.782], [-1.897, 4.278, 0.159], [4.332, -0.686, 1.390], [-5.034, -1.857, -0.464], [-0.641, 2.495, -6.107], [-2.775, -5.846, -0.878], [0.868, -4.073, -1.841]],
  "mulliken_spin": [0.003, 0.000, 0.000, 0.003, 0.000, 0.000, 0.000, -0.001, 0.023, 0.020, 0.000, 0.002, -0.009, 0.000, 0.001, 0.000, 0.006, 0.010, 0.008, 0.004, 0.001, 0.005, -0.002, 0.000, -0.001, 0.001, 0.000, 0.000, -0.062, -0.011, 0.001, 0.002, 0.000, 0.000, 0.000, 0.000, 0.009, 0.006, 0.004, 0.001, 0.001, 0.030, 0.000, 0.000, 0.003, 0.000, -0.003, 0.000, 0.033, -0.001, 0.000, 0.002, 0.000, -0.002, 0.004, 0.005, 0.001, 0.000, 0.000, 0.000, 0.001, 0.000, 0.000, 0.001, 0.005, -0.005, 0.000, -0.002, -0.006, 0.000, 0.002, 0.000, -0.006, 0.000, 0.003, 0.000, 0.000, 0.000, 0.000, 0.829, 0.097, -0.009, 0.002, -0.001, 0.000, -0.004, 0.000, 0.000, 0.000, 0.001]
}

=====

# 6
{
  "formula": "C2H8N3P",
  "method": "wB97M-V/def2-TZVPD",
  "e_homo_ev": -7.691,
  "homo_lumo_gap_ev": 8.224,
  "e_lumo_ev": 0.533,
  "de_lowest_kj_mol": 231.24,
  "elements": ["H", "C", "N", "H", "H", "C", "H", "N", "H", "N", "H", "H", "H", "P"],
  "coordinates": [[-1.066, 0.232, 2.069], [-0.646, 0.270, 0.932], [-0.109, -0.962, 0.547], [-0.565, -1.793, 0.911], [0.083, 1.161, 0.956], [-1.763, 0.980, 0.033], [-2.602, 0.452, 0.032], [3.135, -1.322, -1.419], [-1.957, 1.903, 0.652], [1.034, -0.949, -0.309], [2.550, -0.536, -1.574], [3.486, -1.979, -2.082], [-1.434, 0.995, -1.002], [1.983, -2.180, -0.449]],
  "nbo_charge": [0.181, -0.204, -0.495, 0.373, 0.199, -0.615, 0.186, -1.134, 0.204, -0.739, 0.412, 0.385, 0.211, 1.036]
}

=====

Please write out number 3 again, unchanged.
{
  "formula": "C20H20Cl3N4ORuS",
  "method": "wB97M-V/def2-TZVPD",
  "e_homo_ev": [-7.832, -7.776],
  "homo_lumo_gap_ev": [6.962, 6.198],
  "e_lumo_ev": [-0.870, -1.578],
  "de_lowest_kj_mol": 84.93,
  "s2": 0.771,
  "multiplicity": 2,
  "elements": ["H", "Ru", "H", "H", "O", "C", "H", "H", "H", "H", "C", "H", "C", "N", "C", "C", "C", "C", "H", "H", "H", "N", "S", "H", "C", "C", "N", "C", "C", "Cl", "C", "H", "C", "H", "H", "C", "N", "Cl", "H", "C", "Cl", "C", "C", "H", "C", "C", "H", "H", "C", "H"],
  "coordinates": [[-2.333, 4.175, -2.953], [-0.604, 0.308, 0.216], [3.842, -0.203, 2.180], [-3.998, 2.388, -4.902], [0.336, 2.036, 1.383], [-4.857, 1.878, -2.344], [-3.476, 4.132, -1.611], [-0.832, -1.282, 3.066], [-5.022, 2.152, -1.303], [3.975, -0.927, -0.750], [1.123, -1.194, 3.923], [4.188, 0.570, 0.173], [-1.323, 2.922, 5.054], [0.503, -0.972, -4.071], [2.824, -0.483, 2.407], [-0.010, 3.281, 4.779], [-3.460, 2.323, -2.805], [2.458, -0.883, 3.668], [-4.963, 0.797, -2.438], [3.489, 0.611, -1.460], [-0.287, -1.295, -4.598], [0.551, -0.682, 1.664], [-1.029, -1.552, -1.987], [-5.618, 2.359, -2.962], [0.350, -0.816, -2.738], [-3.327, 3.845, -2.651], [1.318, -0.249, -2.074], [-0.174, 2.277, 2.538], [0.215, -1.058, 2.896], [-2.040, 3.362, 6.567], [-2.459, 1.679, -1.952], [-3.351, 0.828, -4.371], [1.863, -0.412, 1.386], [-3.063, 1.874, 4.359], [3.191, -0.953, 4.460], [2.162, -0.099, 0.024], [1.119, -0.068, -0.786], [2.174, 3.403, 3.201], [0.577, 3.804, 5.520], [-1.630, 1.184, -1.205], [-2.330, 0.887, 1.784], [-2.054, 2.193, 4.135], [0.541, 2.969, 3.555], [0.798, -1.524, 4.898], [-1.471, 1.873, 2.926], [-3.249, 1.908, -4.268], [1.213, -0.432, -4.535], [-2.258, 2.203, -4.613], [3.539, 0.051, -0.530], [-4.071, 4.350, -3.270]],
  "mulliken_spin": [-0.002, 0.968, 0.000, 0.000, -0.004, 0.011, 0.000, -0.003, -0.001, -0.001, -0.003, 0.000, 0.005, -0.001, -0.004, -0.002, 0.010, 0.006, -0.002, 0.000, 0.000, -0.019, -0.051, 0.001, 0.000, 0.010, 0.005, -0.010, 0.001, 0.000, 0.144, -0.002, 0.006, 0.000, 0.000, 0.007, -0.026, 0.000, 0.000, -0.068, -0.005, -0.001, 0.002, 0.000, 0.015, 0.015, 0.000, -0.002, -0.001, 0.002]
}